(1)
# C6H10HgO6

A molecular structure, C6H10HgO6 at a distorted geometry (the ωB97M-V functional and the def2-TZVPD basis, OMol25).

The geometry in XYZ format:
```
23
Properties=species:S:1:pos:R:3:forces:R:3
O 4.384 -0.094 0.359 0.509 -0.538 0.604
C 3.741 0.524 -0.561 0.754 0.139 -2.099
O 2.648 1.117 -0.248 -1.107 0.364 0.457
O 4.148 0.542 -1.791 -0.495 0.275 1.052
Hg 2.627 0.112 1.817 0.141 0.183 -0.206
O 7.617 1.444 -3.383 0.017 0.760 -0.106
C 8.286 0.354 -3.497 -2.089 0.090 -0.195
O 8.105 -0.543 -4.312 0.664 0.026 -0.018
O 9.181 0.239 -2.491 1.381 0.029 0.591
C 10.228 -0.719 -2.631 -0.481 -0.215 -0.241
C 11.219 -0.499 -1.511 0.168 0.027 0.157
H 10.706 -0.596 -3.613 -0.117 -0.087 0.174
H 9.799 -1.730 -2.586 0.126 0.171 -0.076
H 11.724 0.470 -1.618 -0.146 -0.207 0.073
H 11.979 -1.293 -1.534 -0.113 0.177 0.019
H 10.719 -0.530 -0.533 0.099 0.025 -0.250
C 5.786 1.502 -2.609 0.096 1.400 -0.321
H 5.446 1.011 -3.534 0.612 -0.867 1.499
H 6.269 1.343 -1.634 -0.407 -1.289 -1.158
C 5.412 2.972 -2.709 0.200 0.076 -0.024
H 6.024 3.573 -2.021 -0.186 -0.091 -0.279
H 5.525 3.343 -3.737 0.156 -0.149 0.256
H 4.355 3.108 -2.449 0.218 -0.300 0.091
```
Forces are in eV/Å.

Properties
E_tot (eV): -22843.09255
Total charge: -1
Spin multiplicity: 2
Relative energy (zero: lowest compared OMol25 entry of this formula, charge and spin) (kJ/mol): 152.9
Gap between HOMO and LUMO (alpha / beta) (eV): 8.36 / 5.75

(2)
# C63H133N7O7

7 unconnected molecules or ions with the total composition C63H133N7O7 at a distorted geometry (the ωB97M-V functional and the def2-TZVPD basis, OMol25).

The geometry in XYZ format:
```
210
Properties=species:S:1:pos:R:3:forces:R:3
C -5.189 -7.975 -7.864 -0.522 0.786 -0.279
C -5.388 -6.422 -7.879 -0.179 -0.351 -0.216
C -6.233 -5.889 -6.724 -0.462 -0.415 1.166
C -4.003 -5.763 -7.766 1.345 0.468 0.503
C -3.069 -5.843 -8.966 -2.587 -0.271 -0.801
C -3.898 -5.246 -10.123 1.520 -0.586 -0.301
C -5.302 -5.836 -10.380 0.465 -0.314 0.421
C -5.968 -4.808 -11.297 -1.066 0.367 -0.263
C -5.176 -7.189 -11.140 0.433 0.262 0.059
N -6.033 -5.953 -9.116 -0.564 0.872 -0.321
O -7.368 -6.492 -9.325 1.550 0.568 0.421
H -6.084 -8.503 -8.196 -0.205 0.099 -0.006
H -4.423 -8.173 -8.614 0.166 -0.426 0.468
H -4.973 -8.378 -6.875 0.387 0.166 -0.079
H -5.628 -5.882 -5.817 0.093 -0.134 0.134
H -6.655 -4.886 -6.796 0.553 0.194 -0.738
H -7.124 -6.468 -6.485 0.110 -0.508 -0.256
H -4.101 -4.716 -7.479 -0.339 0.223 -0.185
H -3.366 -6.158 -6.974 -0.767 -0.539 0.685
H -2.117 -5.353 -8.761 -0.102 -0.057 -0.259
H -2.955 -6.894 -9.229 0.669 -0.095 0.191
H -3.389 -5.537 -11.042 0.260 0.556 -0.289
H -3.873 -4.158 -10.050 -0.435 0.012 0.020
H -6.614 -5.224 -12.069 0.239 -0.358 -0.139
H -5.236 -4.151 -11.768 0.054 -0.228 -0.156
H -6.658 -4.155 -10.763 0.240 -0.015 0.456
H -4.654 -7.017 -12.081 -0.561 0.163 -0.374
H -6.171 -7.611 -11.284 0.116 -0.049 -0.411
H -4.537 -7.954 -10.701 -0.140 0.114 0.629
H -7.192 -7.394 -9.602 -0.274 -0.497 -0.077
C -12.230 -1.629 -5.846 -0.841 0.035 -0.459
C -11.984 -0.135 -5.746 1.910 0.999 -0.083
C -13.257 0.685 -6.052 -0.482 -0.052 0.726
C -11.359 0.121 -4.339 -0.619 1.634 0.200
C -10.548 1.475 -4.135 -1.610 -0.630 -1.261
C -9.557 1.578 -5.266 0.151 -1.639 0.580
C -10.102 1.354 -6.704 -1.183 1.264 -0.328
C -11.062 2.608 -7.075 1.447 -0.219 -0.125
C -8.890 1.195 -7.661 -0.656 -0.051 -0.155
N -10.911 0.131 -6.761 0.519 -0.171 3.580
O -11.303 -0.337 -7.997 0.526 0.330 -0.992
H -12.794 -1.698 -6.776 0.057 -0.865 0.012
H -11.298 -2.192 -5.879 0.038 0.154 -0.219
H -12.818 -2.062 -5.036 -0.199 0.353 0.110
H -13.282 1.709 -5.681 0.607 0.060 0.040
H -13.497 0.747 -7.113 0.185 -0.332 -0.025
H -14.112 0.246 -5.537 -0.124 -0.370 -0.097
H -12.241 0.183 -3.702 0.039 -0.212 0.424
H -10.787 -0.755 -4.031 0.215 0.115 -0.112
H -11.232 2.321 -4.203 -0.259 0.011 0.572
H -9.967 1.485 -3.213 -0.457 0.010 0.205
H -9.012 0.702 -4.915 1.129 -0.279 -1.149
H -8.894 2.428 -5.109 -0.139 0.230 -0.666
H -11.475 3.112 -6.202 -0.182 -0.448 0.156
H -11.863 2.305 -7.750 0.118 -0.061 0.075
H -10.508 3.411 -7.560 0.254 -0.096 -0.265
H -9.185 1.409 -8.688 0.171 0.638 0.038
H -8.511 0.179 -7.769 -0.199 -0.286 0.680
H -8.056 1.785 -7.283 -0.108 0.310 -0.430
H -10.658 -1.048 -8.019 -0.304 -0.438 -1.032
C 2.208 16.024 5.943 -1.954 -0.355 -0.800
C 2.111 14.949 4.792 2.082 1.350 0.352
C 1.767 15.619 3.488 -1.733 0.322 -0.646
C 3.565 14.446 4.768 0.013 -0.993 -0.369
C 3.703 13.226 3.884 0.069 -0.514 -0.391
C 2.841 12.040 4.323 1.033 2.316 0.428
C 1.358 12.536 4.506 -1.298 -2.567 -1.337
C 0.689 12.301 3.069 0.051 0.672 0.373
C 0.737 11.454 5.431 -0.049 0.856 0.845
N 1.186 13.873 5.156 3.545 -1.368 -0.284
O -0.104 14.328 5.278 -0.861 -0.182 -0.006
H 1.333 16.669 5.863 -0.325 -0.029 0.324
H 2.154 15.461 6.875 0.319 0.343 0.190
H 3.032 16.734 5.873 0.393 -0.604 -0.089
H 1.986 16.687 3.478 0.282 -0.090 -0.076
H 2.051 15.154 2.544 0.759 -0.130 0.256
H 0.683 15.533 3.412 -0.322 0.450 0.032
H 4.304 15.142 4.371 -0.573 0.758 0.000
H 3.848 14.333 5.815 0.242 -0.756 0.024
H 3.402 13.474 2.866 -0.201 0.385 -0.112
H 4.737 12.920 3.723 0.213 -0.070 0.439
H 3.318 11.706 5.244 -0.534 -0.244 0.365
H 3.046 11.282 3.566 -0.995 -0.292 0.128
H -0.400 12.313 3.022 -0.113 0.453 0.555
H 0.911 11.306 2.682 0.451 -0.041 0.253
H 1.039 13.024 2.332 0.108 0.040 -0.015
H -0.316 11.596 5.670 -0.185 0.130 -0.427
H 1.238 11.577 6.391 0.170 -0.261 0.158
H 0.876 10.425 5.098 0.125 0.177 -0.283
H -0.201 14.206 6.226 -0.711 0.244 0.112
C 6.447 1.260 -4.276 1.257 0.984 -0.014
C 7.469 2.118 -3.414 -1.780 0.797 -0.652
C 8.891 1.973 -3.950 -0.643 -0.803 -0.850
C 7.009 3.687 -3.658 1.156 -0.523 0.245
C 7.621 4.601 -2.610 -2.191 -0.327 1.167
C 7.146 4.097 -1.192 2.394 -0.180 -0.095
C 7.651 2.628 -0.872 0.043 0.147 0.480
C 9.168 2.696 -0.623 0.698 -0.851 -1.207
C 7.014 2.144 0.439 -0.586 -0.512 -0.774
N 7.268 1.662 -1.986 -0.860 2.927 -0.103
O 7.589 0.306 -1.775 0.737 0.495 -0.100
H 6.784 0.227 -4.360 -0.290 -0.093 0.225
H 5.420 1.382 -3.931 0.172 -0.287 0.414
H 6.434 1.666 -5.288 0.191 0.008 -0.173
H 9.663 2.548 -3.438 -0.163 -0.228 -0.076
H 9.106 0.907 -4.031 0.496 -0.101 0.696
H 8.853 2.224 -5.009 0.153 0.568 -0.040
H 7.330 4.168 -4.582 0.911 -1.138 -0.714
H 5.954 3.875 -3.855 -0.497 -0.620 1.170
H 8.699 4.736 -2.701 0.089 -0.660 0.202
H 7.261 5.618 -2.772 -0.280 0.119 0.099
H 6.136 4.312 -0.843 -0.315 -0.304 -0.847
H 7.765 4.693 -0.521 -0.071 0.051 0.473
H 9.650 3.084 -1.521 0.157 -0.039 0.048
H 9.510 1.669 -0.502 0.151 -0.132 -0.092
H 9.629 3.243 0.200 -0.888 0.293 0.319
H 7.343 1.137 0.696 0.353 0.068 0.007
H 5.948 2.025 0.247 -0.250 0.292 0.289
H 7.204 2.804 1.286 -0.026 0.109 -0.177
H 6.730 -0.123 -1.791 -0.122 -0.061 0.082
C 5.861 -13.374 -1.703 -0.559 0.235 0.326
C 4.675 -12.551 -1.122 0.085 0.593 -0.925
C 4.191 -13.024 0.244 0.557 -0.649 -0.689
C 5.186 -11.131 -0.901 0.019 1.181 -0.242
C 5.242 -10.167 -2.110 -0.478 -1.108 1.520
C 3.966 -10.291 -2.952 0.842 1.535 0.460
C 3.483 -11.717 -3.252 -0.407 1.947 -0.569
C 2.045 -11.561 -3.815 -0.037 -0.281 1.268
C 4.359 -12.123 -4.388 1.179 -2.592 -0.811
N 3.498 -12.498 -2.038 0.608 2.259 1.098
O 2.866 -13.702 -2.216 -0.055 -1.551 -0.131
H 6.618 -13.506 -0.930 0.101 -0.001 -0.041
H 5.589 -14.354 -2.092 -0.198 0.051 0.037
H 6.272 -12.768 -2.510 0.236 -0.250 -0.012
H 3.865 -14.046 0.055 -0.146 -0.185 0.849
H 5.047 -12.985 0.918 -0.029 -0.374 0.105
H 3.422 -12.389 0.684 -0.179 -0.096 -0.352
H 4.582 -10.628 -0.146 -0.222 -0.190 0.137
H 6.208 -11.128 -0.522 -0.011 -0.475 0.382
H 5.286 -9.191 -1.626 0.084 0.264 -0.452
H 6.219 -10.340 -2.562 -0.326 0.093 -0.856
H 4.226 -9.690 -3.824 -0.330 -0.649 -0.856
H 3.195 -9.642 -2.537 -0.282 -0.410 0.685
H 1.362 -11.289 -3.011 0.073 0.156 0.261
H 1.642 -12.507 -4.176 0.233 0.175 -0.574
H 2.035 -10.720 -4.509 -0.043 -0.422 -0.377
H 5.417 -11.897 -4.253 -0.087 0.918 -0.262
H 3.942 -11.865 -5.361 0.363 0.518 0.092
H 4.479 -13.205 -4.445 -0.588 -0.488 0.025
H 2.353 -13.782 -1.408 -0.402 -0.206 -0.094
C 3.219 -0.397 14.377 -0.795 -1.107 -1.490
C 2.954 1.108 14.419 -0.334 -0.091 0.694
C 1.927 1.257 15.561 -1.709 0.644 0.266
C 4.257 1.771 14.742 1.848 0.513 0.104
C 4.314 3.277 14.672 -0.911 0.843 -1.489
C 3.720 3.806 13.283 0.861 -1.106 2.323
C 2.446 3.106 12.824 0.451 0.452 -1.077
C 1.262 3.749 13.495 -0.903 -0.612 0.217
C 2.452 3.339 11.244 0.183 -0.896 0.707
N 2.570 1.645 13.069 2.047 0.412 0.922
O 1.544 0.937 12.509 -1.700 -0.509 -0.244
H 3.793 -0.827 15.199 -0.049 0.542 0.177
H 2.280 -0.944 14.306 -0.343 0.106 0.556
H 3.653 -0.778 13.453 0.726 0.581 -0.201
H 1.875 2.193 16.118 0.596 0.349 -0.250
H 0.905 1.170 15.191 -0.092 -0.009 -0.595
H 1.878 0.503 16.346 0.947 -0.376 -0.164
H 4.706 1.472 15.690 -0.499 -0.364 0.307
H 4.973 1.393 14.013 0.111 -0.032 -0.280
H 3.831 3.781 15.509 -0.394 -0.202 0.071
H 5.327 3.679 14.688 0.225 -0.384 0.137
H 4.506 3.616 12.552 0.004 0.514 -0.104
H 3.524 4.848 13.539 0.066 0.217 -0.996
H 1.104 4.777 13.169 -0.042 -0.077 -0.073
H 1.331 3.722 14.582 0.294 0.195 0.026
H 0.395 3.125 13.275 -0.337 0.292 -0.201
H 1.566 3.037 10.685 -0.266 0.046 0.392
H 3.262 2.705 10.883 0.099 -0.091 -0.109
H 2.729 4.347 10.934 -0.210 0.189 0.451
H 1.923 0.468 11.762 0.125 -0.037 -0.079
C -1.704 -0.215 -0.265 -0.177 0.479 -0.966
C -0.694 0.110 0.856 -0.163 0.004 0.909
C -0.037 1.526 0.529 -0.188 -1.442 0.224
C -1.432 0.228 2.257 -1.273 -0.906 -1.677
C -1.846 -1.071 2.977 2.574 -1.338 0.339
C -0.547 -2.001 3.101 -1.498 1.719 -0.195
C 0.261 -2.134 1.758 -0.604 -0.119 1.409
C 1.621 -2.631 2.250 0.155 -0.306 -0.542
C -0.499 -3.145 0.891 -0.188 0.395 0.113
N 0.415 -0.847 1.041 0.008 0.506 1.690
O 1.172 -1.095 -0.112 -0.292 -0.118 -0.941
H -2.593 0.416 -0.230 0.028 0.331 0.455
H -1.272 0.068 -1.225 0.263 -0.214 -0.124
H -2.124 -1.208 -0.421 0.512 -0.209 0.558
H 0.702 1.748 1.299 -0.005 0.008 0.026
H 0.472 1.428 -0.429 0.028 0.172 -0.068
H -0.734 2.361 0.459 -0.254 -0.258 0.045
H -0.902 0.940 2.890 -0.209 -0.179 0.127
H -2.420 0.549 1.929 0.127 1.277 0.351
H -2.200 -0.846 3.983 0.120 0.182 0.082
H -2.642 -1.695 2.571 -0.112 0.550 -0.777
H -0.852 -2.974 3.485 0.172 -0.218 -0.324
H 0.025 -1.549 3.912 0.492 0.069 -0.250
H 1.436 -3.630 2.644 0.256 -0.073 0.160
H 2.028 -2.001 3.042 -0.169 0.064 -0.001
H 2.390 -2.705 1.482 -0.188 -0.050 -0.202
H 0.053 -3.267 -0.041 -0.441 -0.215 -0.135
H -1.492 -2.713 0.765 0.100 0.027 -0.645
H -0.754 -4.094 1.362 0.741 -0.171 0.171
H 1.786 -0.360 -0.175 0.191 0.036 0.184
```
Forces are in eV/Å.

Properties
E_tot (eV): -92236.92459
Total charge: 0
Relative energy (zero: lowest compared OMol25 entry of this formula, charge and spin) (kJ/mol): 721.2
Gap between HOMO and LUMO (eV): 8.32

(3)
# CH4O2

2 unconnected molecules or ions with the total composition CH4O2 (the ωB97M-V functional and the def2-TZVPD basis, OMol25).

The geometry in XYZ format:
```
7
Properties=species:S:1:pos:R:3:forces:R:3
C -1.415 -0.567 -0.017 0.501 0.315 0.080
O -1.983 0.601 -0.144 -0.248 -0.158 0.020
O 2.378 0.345 0.002 -0.205 0.399 0.012
H 1.552 -0.064 0.284 0.035 -0.192 -0.094
H -2.254 -1.286 0.125 -0.097 0.334 -0.092
H -1.325 1.310 -0.264 -0.015 -0.446 0.031
H 3.047 -0.338 0.014 0.029 -0.252 0.044
```
Forces are in eV/Å.

Properties
E_tot (eV): -5193.74956
Total charge: 0
Relative energy (zero: lowest compared OMol25 entry of this formula, charge and spin) (kJ/mol): 219.5
Gap between HOMO and LUMO (eV): 9.61

(4)
# CHN4

A gas-phase ion, CHN4 (charge -1) at a distorted geometry (the ωB97M-V functional and the def2-TZVPD basis, OMol25).

The geometry in XYZ format:
```
6
Properties=species:S:1:pos:R:3:forces:R:3
C 0.530 0.018 0.528 0.105 0.978 1.432
N 2.330 -0.502 -0.869 4.400 -2.236 0.062
N 1.206 -0.365 -1.096 -3.254 0.700 -1.050
N 0.954 0.912 1.169 0.096 0.590 0.177
N 3.429 -0.809 -0.655 -0.652 0.960 -0.017
H -0.131 -0.781 0.735 -0.695 -0.993 -0.603
```
Forces are in eV/Å.

Properties
E_tot (eV): -7011.35666
Total charge: -1
Relative energy (zero: lowest compared OMol25 entry of this formula, charge and spin) (kJ/mol): 323.5
Gap between HOMO and LUMO (eV): 8.05